(1)
38
Properties=species:S:1:pos:R:3:mulliken_charge:R:1 method="wB97M-V/def2-TZVPD" multiplicity=6 molar_mass_g_mol=528.566 e_tot_ha=-4256.31276 orbital_gap_ev="8.5476 / 9.3644" total_charge=+2 max_force_ev_per_a=1.24 s2=8.758 relative_energy_kcal_mol=0.0
Sm -0.4095 -0.4296 -0.1016 1.6117
O -1.5145 2.7617 2.1936 -0.5098
C -0.9179 1.8865 1.6539 0.4516
O -1.4576 0.7659 1.1389 -0.6039
C 0.5894 1.9786 1.4952 0.6253
C 1.2433 3.0527 2.0563 -0.6841
C 2.6211 3.1350 1.9289 -0.2892
C 3.3006 2.1397 1.2402 -0.7301
C 2.5802 1.0979 0.6981 -0.2445
N 1.2442 1.0060 0.8147 -0.0469
H 0.6612 3.7956 2.5833 0.5501
H 3.1614 3.9662 2.3636 0.4624
H 4.3748 2.1660 1.1226 0.4417
H 3.0789 0.3051 0.1558 0.4921
O -0.1566 -6.0876 3.0919 -0.4577
C -0.1567 -4.8582 2.6077 0.9275
C 0.0657 -3.7082 3.3714 -0.7068
C 0.0355 -2.4876 2.7502 -0.4258
N -0.2034 -2.3390 1.4311 -0.3767
C -0.4225 -3.4586 0.7505 0.4014
Br -0.8416 -3.1510 -1.1033 -0.1843
C -0.4166 -4.7281 1.2348 -0.5285
H 0.0070 -6.1158 4.0464 0.3337
H 0.2518 -3.7688 4.4354 0.3608
H 0.1979 -1.5788 3.3134 0.4819
H -0.6121 -5.5982 0.6247 0.4920
C -2.5303 2.0259 -4.9981 -0.8013
N -1.5705 1.6754 -3.9371 0.0513
C -0.3004 2.1857 -3.7929 -0.2707
C 0.2304 1.5901 -2.7000 -0.5909
N -0.7027 0.7101 -2.1657 -0.2079
C -1.7736 0.8035 -2.9501 -0.3319
H -2.0540 2.7310 -5.6708 0.2885
H -3.4127 2.4865 -4.5639 0.3481
H -2.8075 1.1357 -5.5551 0.3458
H 0.1072 2.9155 -4.4718 0.4167
H 1.2069 1.7326 -2.2703 0.4634
H -2.6966 0.2606 -2.8218 0.4452

(2)
13
Properties=species:S:1:pos:R:3:mulliken_charge:R:1 method="wB97M-V/def2-TZVPD" molar_mass_g_mol=98.105 e_tot_ha=-340.59532 orbital_gap_ev=9.4600 total_charge=0 max_force_ev_per_a=8.13 relative_energy_kcal_mol=125.2
C 2.3695 -0.0286 -0.0009 -0.6475
N 1.1845 -0.8747 -0.1913 -0.4074
C 0.0456 -0.4531 -0.2232 0.7688
C -0.7488 0.7491 -0.0393 -0.2783
C -2.0112 0.6004 -0.1203 -0.4362
N -2.2060 -0.8399 -0.1112 -0.3067
O -0.9490 -1.4756 -0.1301 -0.2402
H 2.3699 1.0908 -0.4478 0.2181
H 2.3003 -0.0961 1.2118 0.2679
H 3.3480 -0.6332 -0.4390 0.2132
H -0.1505 1.7036 -0.2288 0.2076
H -3.0340 1.1277 -0.2802 0.3450
H -2.5183 -0.8705 1.0004 0.2957

(3)
40
Properties=species:S:1:pos:R:3:mulliken_charge:R:1 method="wB97M-V/def2-TZVPD" multiplicity=2 molar_mass_g_mol=237.269 e_tot_ha=-883.47736 orbital_gap_ev="2.3463 / 5.7780" total_charge=-2 max_force_ev_per_a=3.45 s2=0.760
C -0.2206 1.7031 -0.0485 -0.5979
O 1.1241 1.7393 0.3214 -0.5756
C -0.8399 0.8585 1.0954 -0.6700
C -0.2278 -0.4818 1.2318 0.2179
C -1.2539 -1.5799 1.5005 0.0919
C -1.7470 -1.9396 2.7161 -1.2370
C -3.3938 -1.8790 0.1823 -1.1879
C -2.0299 -1.6803 0.2585 -0.2365
H -0.5802 2.7351 -0.1849 0.5466
H -0.4757 1.2901 -1.0472 0.3006
H -0.8311 1.4472 2.0167 0.2881
H -1.9430 0.8158 1.1436 0.6993
H 0.5489 -0.3533 2.0189 0.4022
H 0.4635 -0.7130 0.4347 -0.9821
H -1.3462 -1.5111 3.6310 0.2751
H -2.5272 -2.6736 2.8994 0.3252
H -3.9714 -1.9786 -0.7311 0.2816
H -4.0923 -1.7875 1.0408 0.2730
H -1.3792 -1.7354 -0.6615 0.2253
H -2.2687 2.3830 0.2317 0.3479
H -3.0707 2.1774 -1.1174 0.3149
O -3.1397 2.4257 -0.1953 -0.6843
H 1.9937 -1.9098 0.0816 0.3222
H 2.8666 -2.7904 0.8938 0.2823
O 1.9310 -2.5800 0.7934 -0.5971
H 1.8247 1.6838 -0.9521 0.2313
H 1.6598 2.5109 -2.2760 0.2661
O 2.2913 1.8727 -1.9077 -0.7479
H 1.5668 2.8795 1.2773 0.3120
H 1.1421 4.4273 1.3238 0.2357
O 1.6587 3.7653 1.7824 -0.7382
H 2.1758 -0.5093 -3.4679 0.3013
H 1.3535 -0.1663 -2.3164 0.4714
O 1.3443 -0.7970 -3.0598 -0.7678
H -0.5894 -3.2566 -1.8645 0.3558
H 0.0483 -2.0651 -2.5015 0.3538
O -0.7071 -2.6724 -2.6245 -0.6750
H 3.8533 0.0729 -0.1720 0.1925
H 2.2412 0.4870 0.0147 0.4210
O 2.9364 -0.1665 -0.3060 -0.6378

(4)
161
Properties=species:S:1:pos:R:3:mulliken_charge:R:1 method="wB97M-V/def2-TZVPD" molar_mass_g_mol=1356.632 e_tot_ha=-7677.41912 orbital_gap_ev=8.3982 total_charge=0 max_force_ev_per_a=6.42
C -8.1880 -1.9354 3.2476 -1.3098
C -6.7616 -1.8341 3.7888 0.0109
C -5.7358 -2.8962 3.3851 -2.4148
C -5.1168 -3.0094 1.9783 2.0233
F -3.8717 -3.6710 2.2387 -0.4334
C -5.8595 -4.0474 1.0684 -0.6091
P -7.3121 -4.9248 1.8744 0.3826
O -6.4138 -6.0991 2.5665 -0.5043
Cl -8.0169 -5.8995 0.2072 -0.3167
O -6.4193 -3.5195 -0.1298 -0.3225
S -5.4341 -3.3955 -1.4394 0.5938
O -5.2537 -4.7469 -1.9560 -0.6069
O -4.0654 -3.1900 -0.5922 -0.6009
C -3.6833 -1.9161 0.0428 2.2687
C -3.7327 -0.8554 -1.0529 -2.6469
C -3.3869 0.5933 -0.6901 0.2751
C -2.7438 1.3370 -1.8683 -0.2199
C -2.8699 2.8527 -1.8224 -0.8842
O -1.6443 3.4201 -1.3441 -0.4015
C -2.1991 -2.2499 0.4252 -2.0633
C -1.0136 -1.4012 -0.0723 -0.5176
C -0.3221 -0.4061 0.8636 -0.7530
C 1.0629 -0.0572 0.3316 1.1032
C 1.7096 1.0731 1.1291 -1.5639
O 2.7533 1.7143 0.3502 0.6119
C 2.3802 2.9308 -0.1664 0.5506
C 2.5996 4.0819 0.7699 -1.3119
O 1.9323 3.0293 -1.2986 -0.4874
C -4.6473 -1.6763 1.2845 -0.3703
Br -6.2478 -0.7077 0.7056 0.1784
P -3.5509 -0.4486 2.3749 0.4941
O -3.5536 -1.0513 3.8922 -0.5808
I -4.8643 1.5536 2.9046 -0.1640
H -8.6969 -0.9789 3.4045 0.4017
H -8.2321 -2.1429 2.1780 0.2806
H -8.7617 -2.7023 3.7748 0.1411
H -6.8169 -1.9033 4.8817 0.5978
H -6.3607 -0.8420 3.5885 -0.2631
H -4.8899 -2.7787 4.0560 0.3200
H -6.1254 -3.8862 3.6463 1.0815
H -5.1351 -4.8307 0.8214 0.7135
H -6.9964 -6.6319 3.1197 0.3562
H -4.7071 -0.8454 -1.5418 0.9726
H -3.0191 -1.2068 -1.8093 0.6456
H -2.7207 0.6422 0.1705 -0.5146
H -4.3088 1.1197 -0.4151 0.8205
H -1.6771 1.1027 -1.9269 -0.2170
H -3.1909 0.9521 -2.7938 0.3469
H -3.0667 3.2473 -2.8249 0.2911
H -3.6912 3.1476 -1.1635 0.5119
H -1.8290 4.1271 -0.7288 0.2431
H -2.0975 -2.4141 1.5005 0.5035
H -2.0565 -3.2441 -0.0064 0.4389
H -0.2335 -2.1324 -0.3214 0.9139
H -1.2317 -0.9183 -1.0290 -0.3584
H -0.2317 -0.8803 1.8529 0.2266
H -0.8949 0.5092 1.0191 0.5779
H 1.7261 -0.9256 0.3881 0.0716
H 1.0088 0.2807 -0.7089 -0.6338
H 2.1943 0.7091 2.0370 0.4791
H 0.9610 1.8191 1.4138 0.4140
H 2.6603 4.9976 0.1832 0.4514
H 1.7444 4.1579 1.4453 0.4292
H 3.5034 3.9398 1.3600 0.0716
H -2.9138 -1.7671 3.9750 0.3655
C 1.1444 0.3501 -5.5015 -0.7283
C 2.1082 0.0335 -4.5545 -0.9324
C 2.1460 0.7152 -3.3453 -0.0024
C 1.2084 1.7051 -3.0735 0.4771
C 0.2415 2.0162 -4.0213 -0.5675
C 0.2127 1.3443 -5.2360 -0.5490
H 1.1172 -0.1804 -6.4451 0.4829
H 2.8335 -0.7438 -4.7599 0.5152
H 2.9097 0.4763 -2.6156 0.2125
H 1.2263 2.2362 -2.1289 0.1715
H -0.4890 2.7857 -3.8049 0.4661
H -0.5405 1.5903 -5.9740 0.5148
C -1.0201 1.5790 -11.0946 -0.3561
C -0.0514 1.2647 -10.1517 -0.4864
C -0.0163 1.9421 -8.9409 -0.2542
C -0.9506 2.9328 -8.6722 -0.4080
C -1.9198 3.2466 -9.6148 -0.4211
C -1.9537 2.5704 -10.8263 -0.3659
H -1.0476 1.0514 -12.0389 0.3610
H 0.6760 0.4910 -10.3602 0.3650
H 0.7424 1.7017 -8.2071 0.4150
H -0.9209 3.4623 -7.7283 0.4576
H -2.6484 4.0189 -9.4055 0.3622
H -2.7078 2.8167 -11.5624 0.3536
C 6.0881 0.7365 5.2082 -0.4379
C 5.8484 0.7923 3.8425 -0.5815
C 4.9678 1.7355 3.3307 0.1374
C 4.3274 2.6223 4.1856 -0.3244
C 4.5681 2.5675 5.5515 -0.6401
C 5.4479 1.6238 6.0624 -0.4065
H 6.7739 0.0009 5.6072 0.3829
H 6.3477 0.1002 3.1768 0.3979
H 4.7746 1.7751 2.2648 0.3703
H 3.6398 3.3583 3.7880 0.3670
H 4.0709 3.2605 6.2175 0.3704
H 5.6344 1.5791 7.1273 0.3666
C 4.6421 3.3120 -3.3287 -0.5662
C 5.7338 3.9862 -3.8600 -0.5531
C 6.5687 4.7206 -3.0288 -0.5739
C 6.3135 4.7766 -1.6652 -0.7558
C 5.2228 4.1015 -1.1352 -0.6310
C 4.3865 3.3709 -1.9674 1.8481
H 3.9892 2.7399 -3.9750 0.4471
H 5.9341 3.9386 -4.9225 0.3973
H 7.4173 5.2497 -3.4434 0.3787
H 6.9663 5.3446 -1.0145 0.6310
H 5.0232 4.1462 -0.0714 0.2692
H 3.5342 2.8522 -1.5526 -1.0926
C 7.6823 10.2834 1.2176 -0.3976
C 6.3534 9.9914 1.4921 -0.3416
C 5.7060 8.9823 0.7930 -0.5220
C 6.3882 8.2626 -0.1784 -0.2188
C 7.7169 8.5546 -0.4520 -0.3750
C 8.3640 9.5656 0.2449 -0.4160
H 8.1868 11.0712 1.7616 0.3550
H 5.8225 10.5510 2.2512 0.3604
H 4.6688 8.7564 1.0038 0.3611
H 5.8829 7.4766 -0.7241 0.4510
H 8.2486 7.9936 -1.2101 0.3859
H 9.3994 9.7948 0.0293 0.3583
C 4.5810 -3.2137 -2.1415 -0.6274
C 5.8077 -3.3391 -1.5048 -0.6030
C 6.2631 -2.3339 -0.6632 -0.4573
C 5.4839 -1.2048 -0.4493 -0.9347
C 4.2514 -1.0830 -1.0766 0.6960
C 3.8023 -2.0850 -1.9272 -0.2232
H 4.2252 -4.0020 -2.7922 0.3673
H 6.4088 -4.2260 -1.6599 0.4427
H 7.2185 -2.4365 -0.1650 0.4006
H 5.8301 -0.4237 0.2157 0.3792
H 3.6463 -0.2043 -0.8975 -0.0109
H 2.8388 -1.9933 -2.4123 0.5506
C -9.2994 -5.6885 5.7701 0.0514
C -10.1805 -6.4314 5.0000 -0.4730
C -10.8597 -7.5048 5.5599 -0.4236
C -10.6567 -7.8279 6.8943 -0.4357
C -9.7764 -7.0809 7.6662 -0.3286
C -9.0956 -6.0097 7.1050 -0.5511
H -8.7798 -4.8469 5.3267 0.2818
H -10.3435 -6.1671 3.9621 0.4208
H -11.5454 -8.0863 4.9581 0.3735
H -11.1864 -8.6624 7.3347 0.3557
H -9.6226 -7.3336 8.7070 0.3615
H -8.4099 -5.4268 7.7058 0.3694
C 3.6981 -4.1990 1.2973 0.4936
C 2.8086 -4.1438 2.3614 -0.5562
C 2.5263 -5.2887 3.0946 -0.4552
C 3.1377 -6.4903 2.7654 -0.4266
C 4.0292 -6.5461 1.7026 -0.5482
C 4.3080 -5.4018 0.9680 -0.2871
H 3.9182 -3.3075 0.7237 -0.0408
H 2.3356 -3.2047 2.6213 0.4372
H 1.8301 -5.2453 3.9223 0.3700
H 2.9194 -7.3829 3.3369 0.3659
H 4.5063 -7.4833 1.4467 0.3653
H 4.9984 -5.4449 0.1375 0.3248